[1]
# C48H115N3O6P2

A 6-piece molecular cluster, C48H115N3O6P2 overall at a distorted geometry (the ωB97M-V functional and the def2-TZVPD basis, the OMol25 dataset).

Calculated values
Charge ... +3
Frontier orbital gap (alpha / beta) ... 2.3 / 9.9 eV
HOMO energy (alpha / beta) ... -7.391 / -15.077 eV
Multiplicity ... 2

Positions of all 174 atoms, in Å:
O (1.775, 0.835, -0.135)
C (1.128, 1.986, -0.295)
O (1.745, 2.898, -0.839)
O (-0.048, 1.899, 0.171)
H (0.954, 0.449, 0.179)
C (-3.634, 0.204, -1.891)
C (-2.682, -0.148, -2.997)
C (-1.232, 0.418, -3.013)
C (-0.549, 0.311, -4.385)
P (0.770, 1.543, -4.707)
C (0.346, 3.175, -4.049)
C (1.258, 4.429, -4.317)
C (0.427, 5.777, -3.975)
C (1.206, 7.022, -4.581)
C (2.220, 1.065, -3.761)
C (2.871, -0.261, -4.176)
C (3.789, -0.937, -3.148)
C (4.572, -2.115, -3.832)
C (1.240, 1.552, -6.421)
C (-0.041, 1.976, -7.333)
C (0.350, 1.837, -8.812)
C (-0.767, 2.205, -9.800)
H (-3.106, 0.424, -0.963)
H (-4.364, -0.592, -1.744)
H (-4.343, 1.001, -2.112)
H (-3.139, 0.211, -3.919)
H (-2.757, -1.235, -2.998)
H (-0.726, -0.129, -2.218)
H (-1.171, 1.471, -2.739)
H (-1.266, 0.313, -5.206)
H (-0.058, -0.662, -4.412)
H (0.416, 3.021, -2.972)
H (-0.649, 3.413, -4.424)
H (1.545, 4.333, -5.364)
H (2.172, 4.423, -3.723)
H (0.481, 5.837, -2.889)
H (-0.603, 5.733, -4.330)
H (1.361, 7.825, -3.861)
H (0.769, 7.416, -5.499)
H (2.153, 6.552, -4.845)
H (2.077, 1.056, -2.680)
H (2.942, 1.867, -3.913)
H (3.332, -0.237, -5.164)
H (2.128, -1.033, -4.377)
H (3.134, -1.492, -2.476)
H (4.317, -0.176, -2.575)
H (3.970, -2.767, -4.466)
H (5.300, -2.725, -3.297)
H (5.103, -1.591, -4.627)
H (1.566, 0.551, -6.703)
H (2.076, 2.239, -6.548)
H (-0.498, 2.961, -7.230)
H (-0.800, 1.202, -7.225)
H (0.704, 0.880, -9.198)
H (1.081, 2.607, -9.059)
H (-1.563, 1.460, -9.780)
H (-0.475, 2.162, -10.850)
H (-1.136, 3.225, -9.696)
C (0.307, -4.408, 6.606)
C (0.190, -5.838, 6.034)
C (-1.083, -5.920, 5.188)
C (-0.928, -5.366, 3.761)
P (-2.051, -6.145, 2.505)
C (-3.687, -5.941, 3.212)
C (-4.821, -6.583, 2.287)
C (-6.131, -6.669, 3.007)
C (-6.791, -5.381, 3.356)
C (-1.754, -5.236, 0.964)
C (-1.935, -3.678, 1.097)
C (-1.546, -2.857, -0.135)
C (0.044, -2.772, -0.342)
C (-1.673, -7.913, 2.240)
C (-0.226, -8.196, 2.088)
C (0.076, -9.273, 1.088)
C (0.103, -8.941, -0.425)
H (1.071, -4.429, 7.383)
H (-0.653, -4.071, 6.995)
H (0.452, -3.862, 5.674)
H (0.046, -6.676, 6.716)
H (1.022, -6.150, 5.403)
H (-1.956, -5.551, 5.727)
H (-1.273, -6.970, 4.969)
H (0.107, -5.220, 3.451)
H (-1.196, -4.337, 3.998)
H (-3.822, -4.860, 3.240)
H (-3.741, -6.309, 4.237)
H (-4.513, -7.628, 2.272)
H (-4.861, -6.133, 1.295)
H (-5.923, -7.387, 3.800)
H (-6.788, -7.198, 2.317)
H (-6.019, -4.885, 3.943)
H (-7.804, -5.368, 3.760)
H (-6.938, -4.853, 2.414)
H (-2.320, -5.470, 0.062)
H (-0.777, -5.621, 0.671)
H (-1.342, -3.419, 1.974)
H (-2.922, -3.427, 1.487)
H (-2.067, -1.902, -0.067)
H (-1.987, -3.277, -1.039)
H (0.582, -3.720, -0.367)
H (0.429, -2.083, 0.409)
H (0.202, -2.432, -1.366)
H (-2.258, -8.158, 1.353)
H (-2.024, -8.413, 3.143)
H (0.140, -8.562, 3.047)
H (0.315, -7.317, 1.739)
H (-0.531, -10.162, 1.258)
H (1.013, -9.710, 1.433)
H (-0.930, -8.914, -0.773)
H (0.553, -9.784, -0.950)
H (0.537, -7.986, -0.721)
C (-0.609, 7.807, 1.515)
N (-1.367, 7.901, 0.223)
C (-2.516, 8.912, 0.506)
C (-0.412, 8.452, -0.847)
C (-1.989, 6.529, -0.203)
C (-1.212, 5.170, 0.088)
O (0.082, 5.342, -0.326)
H (0.256, 7.167, 1.343)
H (-1.154, 7.442, 2.386)
H (-0.354, 8.832, 1.784)
H (-2.122, 9.861, 0.870)
H (-3.172, 8.453, 1.246)
H (-3.134, 8.942, -0.392)
H (-0.175, 9.445, -0.466)
H (-0.889, 8.470, -1.827)
H (0.463, 7.802, -0.818)
H (-2.281, 6.686, -1.241)
H (-2.893, 6.532, 0.406)
H (-1.601, 4.248, -0.344)
H (-1.278, 4.870, 1.134)
H (0.447, 4.465, -0.466)
C (-1.173, 2.595, 5.067)
N (-1.001, 1.610, 3.865)
C (-2.264, 1.758, 2.912)
C (0.397, 1.994, 3.239)
C (-0.965, 0.130, 4.387)
C (-0.679, -1.024, 3.394)
O (0.558, -0.961, 2.830)
H (-0.459, 2.320, 5.844)
H (-2.200, 2.614, 5.430)
H (-0.939, 3.601, 4.719)
H (-3.160, 1.586, 3.509)
H (-2.179, 1.104, 2.045)
H (-2.079, 2.799, 2.647)
H (0.310, 3.036, 2.931)
H (0.668, 1.382, 2.379)
H (1.120, 1.955, 4.053)
H (-1.970, -0.049, 4.769)
H (-0.289, 0.169, 5.241)
H (-1.497, -1.038, 2.673)
H (-0.726, -1.871, 4.078)
H (0.895, -1.718, 2.346)
C (5.496, 1.025, 0.788)
N (5.437, 1.562, 2.247)
C (4.107, 1.053, 2.907)
C (6.574, 1.008, 3.038)
C (5.357, 3.121, 2.208)
C (4.087, 3.847, 1.673)
O (3.999, 3.791, 0.251)
H (5.464, -0.057, 0.923)
H (6.425, 1.326, 0.304)
H (4.700, 1.490, 0.207)
H (4.354, -0.004, 2.999)
H (3.366, 1.167, 2.115)
H (3.811, 1.467, 3.871)
H (7.391, 0.796, 2.349)
H (6.340, 0.110, 3.609)
H (6.935, 1.708, 3.792)
H (6.187, 3.419, 1.568)
H (5.504, 3.501, 3.219)
H (4.202, 4.922, 1.812)
H (3.144, 3.398, 1.984)
H (3.077, 3.731, -0.011)

=====

[2]
# C48H120F12N6O6P2

A 8-piece molecular cluster, C48H120F12N6O6P2 overall at a distorted geometry (the ωB97M-V functional and the def2-TZVPD basis, the OMol25 dataset).

Calculated values
Charge ... +4
Frontier orbital gap ... 9.0 eV
HOMO energy ... -16.447 eV
Multiplicity ... 1

Positions of all 194 atoms, in Å:
C (-4.167, -1.147, 1.569)
C (-3.102, -0.024, 1.580)
N (-3.527, 1.215, 0.869)
C (-3.886, 0.947, -0.566)
C (-4.768, 1.817, 1.474)
C (-5.155, 3.220, 0.970)
C (-2.409, 2.253, 0.800)
C (-1.782, 2.598, 2.128)
O (-2.589, 3.328, 3.013)
C (-2.115, 3.344, 4.358)
H (-4.488, -1.423, 0.563)
H (-5.088, -0.886, 2.083)
H (-3.687, -2.046, 1.956)
H (-2.139, -0.308, 1.158)
H (-2.970, 0.323, 2.604)
H (-4.805, 0.389, -0.731)
H (-3.039, 0.394, -0.976)
H (-4.016, 1.858, -1.149)
H (-4.628, 1.850, 2.557)
H (-5.634, 1.167, 1.363)
H (-6.242, 3.300, 1.040)
H (-4.934, 3.421, -0.077)
H (-4.829, 4.053, 1.590)
H (-2.811, 3.070, 0.207)
H (-1.631, 1.775, 0.203)
H (-0.848, 3.149, 1.974)
H (-1.405, 1.666, 2.576)
H (-2.248, 2.347, 4.790)
H (-2.649, 4.155, 4.839)
H (-1.038, 3.548, 4.357)
C (5.425, 6.158, -0.550)
C (4.579, 5.460, -1.613)
N (3.097, 5.454, -1.338)
C (2.366, 4.726, -2.417)
C (2.850, 4.731, -0.019)
C (1.407, 4.594, 0.389)
C (2.453, 6.834, -1.239)
C (3.005, 7.870, -2.214)
O (2.701, 7.436, -3.516)
C (3.148, 8.295, -4.532)
H (5.526, 5.607, 0.384)
H (5.111, 7.190, -0.438)
H (6.450, 6.089, -0.921)
H (4.875, 4.415, -1.698)
H (4.704, 5.976, -2.562)
H (1.290, 4.757, -2.263)
H (2.633, 3.666, -2.437)
H (2.637, 5.135, -3.387)
H (3.464, 5.206, 0.744)
H (3.295, 3.735, -0.075)
H (1.351, 4.231, 1.422)
H (0.832, 3.842, -0.148)
H (0.831, 5.510, 0.523)
H (2.706, 7.074, -0.206)
H (1.384, 6.656, -1.324)
H (4.074, 8.060, -2.064)
H (2.552, 8.854, -2.052)
H (2.747, 9.314, -4.490)
H (2.816, 7.870, -5.477)
H (4.240, 8.404, -4.530)
C (0.836, 0.170, 4.193)
C (-0.419, -0.740, 4.081)
N (-0.363, -2.113, 4.731)
C (0.862, -2.860, 4.252)
C (-0.385, -1.887, 6.261)
C (-0.097, -3.070, 7.186)
C (-1.592, -2.962, 4.380)
C (-2.926, -2.540, 5.004)
O (-3.105, -1.149, 4.974)
C (-4.456, -0.786, 5.234)
H (0.842, 1.013, 3.504)
H (1.693, -0.431, 3.885)
H (0.867, 0.605, 5.189)
H (-0.799, -0.935, 3.081)
H (-1.105, -0.151, 4.684)
H (0.798, -2.902, 3.167)
H (0.761, -3.855, 4.677)
H (1.756, -2.367, 4.618)
H (-1.288, -1.299, 6.404)
H (0.410, -1.147, 6.383)
H (0.816, -3.595, 6.884)
H (-0.909, -3.787, 7.102)
H (0.237, -2.667, 8.140)
H (-1.318, -3.926, 4.812)
H (-1.553, -3.008, 3.292)
H (-3.142, -2.912, 6.010)
H (-3.639, -3.023, 4.319)
H (-4.700, -0.942, 6.288)
H (-5.189, -1.362, 4.662)
H (-4.620, 0.263, 4.999)
C (-1.650, -9.273, 3.062)
C (-2.643, -8.230, 2.528)
N (-2.067, -7.263, 1.488)
C (-1.660, -8.064, 0.282)
C (-3.168, -6.316, 1.124)
C (-3.732, -5.449, 2.251)
C (-0.889, -6.560, 2.109)
C (-0.191, -5.455, 1.324)
O (-1.008, -4.323, 1.181)
C (-0.529, -3.264, 0.338)
H (-0.794, -8.781, 3.524)
H (-1.166, -9.810, 2.247)
H (-2.189, -9.899, 3.764)
H (-3.058, -7.590, 3.304)
H (-3.512, -8.707, 2.075)
H (-1.488, -7.348, -0.526)
H (-2.527, -8.670, 0.044)
H (-0.694, -8.552, 0.361)
H (-3.970, -6.856, 0.623)
H (-2.828, -5.560, 0.416)
H (-2.947, -4.968, 2.827)
H (-4.396, -6.001, 2.927)
H (-4.506, -4.774, 1.882)
H (-0.082, -7.296, 2.139)
H (-1.075, -6.238, 3.130)
H (0.176, -5.733, 0.325)
H (0.700, -5.141, 1.891)
H (-0.149, -3.739, -0.573)
H (0.343, -2.835, 0.840)
H (-1.287, -2.517, 0.146)
C (-0.018, 0.363, -5.323)
C (-0.848, 1.511, -5.833)
N (-1.281, 2.543, -4.848)
C (-0.104, 3.122, -4.128)
C (-2.019, 3.647, -5.606)
C (-1.139, 4.616, -6.392)
C (-2.174, 1.904, -3.809)
C (-3.281, 1.013, -4.296)
O (-4.236, 1.672, -5.084)
C (-5.150, 0.812, -5.777)
H (0.904, 0.714, -4.847)
H (0.344, -0.253, -6.143)
H (-0.484, -0.194, -4.508)
H (-1.662, 1.177, -6.477)
H (-0.227, 2.049, -6.558)
H (-0.469, 3.922, -3.489)
H (0.686, 3.392, -4.823)
H (0.334, 2.345, -3.504)
H (-2.496, 4.263, -4.837)
H (-2.872, 3.227, -6.134)
H (-1.757, 5.497, -6.567)
H (-0.920, 4.180, -7.366)
H (-0.274, 4.981, -5.849)
H (-2.608, 2.707, -3.206)
H (-1.547, 1.389, -3.086)
H (-3.656, 0.446, -3.434)
H (-2.900, 0.217, -4.955)
H (-4.643, -0.068, -6.175)
H (-5.655, 1.381, -6.551)
H (-5.917, 0.517, -5.058)
C (5.452, -1.489, -2.828)
C (4.452, -2.134, -1.866)
N (5.067, -3.333, -1.125)
C (4.079, -3.928, -0.177)
C (5.501, -4.396, -2.095)
C (4.367, -5.032, -2.956)
C (6.362, -2.964, -0.380)
C (6.304, -1.701, 0.494)
O (5.078, -1.716, 1.184)
C (4.907, -0.628, 2.080)
H (6.456, -1.383, -2.416)
H (5.147, -0.468, -3.049)
H (5.547, -2.121, -3.709)
H (3.504, -2.486, -2.261)
H (4.213, -1.436, -1.063)
H (3.301, -4.455, -0.729)
H (3.522, -3.293, 0.504)
H (4.700, -4.609, 0.402)
H (5.835, -5.252, -1.512)
H (6.238, -4.041, -2.806)
H (3.867, -5.835, -2.418)
H (4.790, -5.322, -3.912)
H (3.556, -4.321, -3.135)
H (7.191, -2.919, -1.081)
H (6.565, -3.816, 0.268)
H (6.371, -0.815, -0.145)
H (7.152, -1.746, 1.180)
H (5.782, -0.408, 2.697)
H (4.051, -0.805, 2.725)
H (4.699, 0.249, 1.457)
P (1.204, 0.381, -0.372)
F (1.034, 1.371, 0.888)
F (-0.109, -0.454, 0.118)
F (0.264, 1.350, -1.257)
F (1.417, -0.616, -1.614)
F (2.525, 1.200, -0.899)
F (2.065, -0.671, 0.539)
P (-1.920, 4.889, -2.099)
F (-1.253, 3.393, -2.059)
F (-3.361, 4.133, -1.878)
F (-1.742, 4.953, -0.463)
F (-2.677, 6.297, -2.088)
F (-0.477, 5.609, -2.310)
F (-2.168, 4.752, -3.696)

=====

Sequential electronic energy output: -3195.17545, -4560.88364 Ha